C16H44Ag2F3O10 as an isolated structure, computed with wB97M-V/def2-TZVPD.

Values from the calculation:
LUMO energy (alpha / beta) ... -3.04 / -5.92 eV
Kohn-Sham gap (alpha / beta) ... 8.29 / 5.33 eV
⟨S²⟩ ... 2.012
Total charge ... +1
Multiplicity ... 3

CARTESIAN COORDINATES (ANGSTROEM)
Ag 1.1887 2.0969 -0.7570
Ag 0.8433 -0.3249 1.7868
C 0.5047 -3.7579 1.4605
O 0.1583 -3.7068 2.8613
O 0.6937 -2.4844 1.0632
C 1.6998 -4.6793 1.2315
F 2.2202 -4.4344 -0.0112
F 2.6752 -4.5296 2.1194
F 1.3238 -5.9801 1.1733
C -0.4090 -4.9123 3.3750
C -0.4276 -4.8226 4.8884
H -0.8400 -3.8635 5.2152
H -0.9581 -5.6518 5.3483
H 0.6038 -4.7932 5.2455
H 0.1701 -5.8111 3.1544
H -1.4114 -5.0508 2.9586
H -0.3752 -4.1225 0.9100
C 4.0827 -0.7269 -0.8266
C 3.8048 0.2364 0.3525
C 4.7498 1.4238 0.4066
O 2.4709 0.5327 0.4180
H 3.4477 -1.6063 -0.7247
H 5.1265 -1.0317 -0.8770
H 3.8820 -0.2295 -1.7787
H 4.0505 -0.3984 1.2248
H 4.6253 2.0926 -0.4448
H 5.7705 1.0409 0.3374
H 4.7002 1.8900 1.3906
C -2.4428 1.7454 -0.9025
C -1.8307 0.7125 0.0118
C -2.1841 -0.7306 -0.3539
O -0.4987 0.8978 0.3214
H -1.9208 1.8236 -1.8532
H -2.4064 2.7289 -0.4284
H -3.4711 1.4310 -1.0773
H -2.2089 0.7966 1.0598
H -1.9479 -0.9840 -1.3862
H -3.1928 -0.9881 -0.0356
H -1.5693 -1.4247 0.2318
C 0.3788 0.4962 -3.6177
O 1.1361 0.4742 -2.3929
H -0.6461 0.1803 -3.4190
H 0.4498 1.4834 -4.0634
H 0.8572 -0.2125 -4.2971
H 1.1762 -0.4755 -2.1285
C 0.3210 4.8708 -2.1565
O 0.0237 3.4854 -2.2607
H -0.2744 5.3640 -1.3852
H 1.3768 4.9705 -1.8819
H 0.2728 5.4714 -3.0679
H -0.7058 3.3698 -2.9033
C -3.0879 4.0533 -3.8589
O -1.8986 3.3528 -4.2000
H -3.1649 5.0396 -4.3223
H -3.9595 3.4748 -4.1695
H -3.1483 4.2208 -2.7850
H -1.9444 3.0083 -5.0945
C -2.0635 4.7387 2.1429
O -1.4639 5.2784 0.9508
H -3.1237 4.9822 2.1151
H -1.9137 3.6576 2.1999
H -1.6349 5.2401 3.0151
H -0.6015 4.8524 0.9292
C -2.0063 -0.7087 3.8767
O -1.0313 -1.0940 2.9176
H -1.8865 -1.2057 4.8512
H -1.9149 0.3477 4.1111
H -2.9821 -1.0873 3.5571
H -1.0350 -2.0604 2.7967
C 0.6560 -3.1937 -2.4184
O 0.6337 -2.0202 -1.5973
H 0.2002 -2.8842 -3.3599
H 1.6877 -3.5442 -2.5071
H 0.0966 -4.0446 -2.0213
H 0.5227 -2.2854 -0.6439

Forces on the atoms, in the same order (eV/Å):
0.0 0.0 -0.4
0.3 -0.8 0.0
-1.2 1.8 0.6
0.2 -0.8 -0.3
0.6 0.0 -0.6
0.2 -0.3 -1.4
0.0 0.1 0.6
-0.1 -0.1 0.0
0.2 0.2 0.5
-0.2 -0.4 0.7
0.3 0.8 0.0
-0.3 -0.2 0.0
0.0 0.0 0.0
0.0 -0.3 0.0
0.1 0.2 -0.5
-0.1 0.0 0.0
0.1 -0.9 0.0
-0.3 0.0 -0.3
0.9 -0.3 -0.4
0.3 -0.5 0.2
-0.2 0.2 0.1
0.0 0.0 -0.1
0.0 0.0 0.4
-0.2 0.0 0.1
-0.4 -0.1 0.3
-0.2 0.2 0.2
0.0 0.0 -0.1
-0.2 0.5 -0.3
0.0 0.2 0.4
0.2 -0.5 0.2
0.8 -1.0 0.7
-0.5 0.2 -0.3
0.0 -0.3 -0.1
-0.2 0.0 -0.1
-0.1 0.3 -0.1
-0.3 0.2 0.0
-0.4 0.3 -0.2
-0.2 0.3 -0.5
0.2 0.3 0.0
0.7 -0.5 0.3
0.0 -0.1 -0.5
-0.1 0.2 -0.2
-0.2 0.1 0.2
-0.2 0.0 -0.2
-0.2 0.1 0.4
0.9 0.8 0.5
0.0 0.4 -0.2
-0.1 -0.1 -0.1
-0.1 -0.2 0.2
-0.5 -0.5 -0.3
0.2 -0.2 0.0
-0.8 0.2 -0.3
0.3 0.1 0.5
0.3 -0.1 -0.2
-0.1 0.0 0.1
0.3 -0.3 0.1
-0.1 0.1 -0.1
0.0 0.7 -0.2
0.0 -0.7 0.3
0.0 -0.2 -0.1
-0.1 0.0 0.1
0.0 -0.2 0.1
0.1 0.3 -0.3
-0.2 -1.1 0.8
-0.2 0.3 0.2
0.5 -0.1 -0.2
-0.3 0.1 -0.5
-0.2 0.8 -0.2
0.5 0.0 0.1
0.2 0.3 0.1
-0.4 -0.5 0.3
0.3 -0.4 -0.2
-0.1 0.1 -0.4
-0.2 0.3 0.2
0.5 0.2 0.1